1.
{"formula": "C6H8LiO6Sn", "method": "ωB97M-V/def2-TZVPD", "spin_multiplicity": 2, "s_squared": 0.76, "e_above_lowest_kj_mol": 605.3, "orbital_gap_ev": [4.776, 6.940], "species": ["O", "C", "C", "O", "O", "C", "H", "H", "H", "H", "Li", "Sn", "O", "C", "C", "O", "O", "C", "H", "H", "H", "H"], "xyz": [[-1.017, -0.906, 1.774], [2.665, 1.066, 1.620], [0.092, -0.290, 1.892], [3.273, 1.177, 2.699], [2.412, -0.172, 1.224], [1.100, -0.531, 0.782], [0.408, -0.058, 2.927], [1.483, 2.619, 0.413], [0.772, 0.146, -0.017], [1.138, -1.596, 0.521], [-2.526, 0.262, 1.857], [3.943, 2.937, 2.176], [-0.812, 3.014, 3.178], [-1.812, 2.280, 2.634], [0.126, 3.681, 2.346], [-2.392, 1.503, 3.429], [-1.956, 2.208, 1.392], [0.943, 2.839, 1.349], [0.688, 4.335, 3.022], [-0.453, 4.422, 1.776], [0.462, 3.367, 0.492], [0.503, 1.487, 1.909]], "lowdin_spin": [0.012, 0.039, 0.010, 0.116, 0.001, 0.002, 0.002, 0.012, 0.000, 0.000, 0.001, 0.719, 0.004, 0.001, 0.018, 0.000, 0.001, 0.025, 0.014, 0.001, 0.012, 0.011]}



2.
{"formula": "C6H8N", "method": "ωB97M-V/def2-TZVPD", "smiles": "C=[N+]1C=C1/C=C\\C", "total_charge": 1, "e_above_lowest_kj_mol": 526.6, "orbital_gap_ev": 8.955, "species": ["C", "N", "C", "C", "C", "C", "C", "H", "H", "H", "H", "H", "H", "H", "H"], "xyz": [[1.760, -1.529, -0.303], [1.575, -0.288, -0.214], [2.222, 0.900, 0.067], [0.848, 0.963, -0.028], [-0.465, 1.600, -0.124], [-1.561, 0.794, -0.047], [-1.955, -0.590, 0.315], [0.985, -2.245, -0.549], [2.770, -1.881, -0.258], [3.175, 1.183, 0.378], [-0.524, 2.663, -0.320], [-2.453, 1.359, -0.123], [-1.920, -1.338, -0.448], [-2.984, -0.423, 0.510], [-1.474, -1.168, 1.146]], "lowdin_charge": [0.131, -0.044, 0.189, 0.022, -0.002, -0.074, -0.057, 0.108, 0.108, 0.127, 0.126, 0.102, 0.082, 0.071, 0.112]}



3.
{"formula": "C6H8N", "method": "ωB97M-V/def2-TZVPD", "total_charge": 1, "e_above_lowest_kj_mol": 802.4, "orbital_gap_ev": 8.474, "species": ["C", "C", "C", "C", "C", "C", "N", "H", "H", "H", "H", "H", "H", "H", "H"], "xyz": [[0.080, 1.373, -0.205], [-0.432, 1.725, -1.410], [0.461, 1.489, 1.231], [1.109, 0.600, 0.583], [1.944, -0.539, 0.393], [-1.757, -0.288, -0.886], [-1.381, 0.996, -0.491], [0.123, 2.025, 2.075], [2.090, -1.180, 1.323], [2.973, -0.290, 0.312], [1.604, -1.204, -0.509], [-2.730, -0.639, -0.650], [-1.745, -0.333, -2.001], [-1.119, -1.098, -0.633], [-2.163, 1.507, -0.032]], "lowdin_charge": [-0.253, 0.299, 0.207, -0.116, -0.009, -0.058, -0.103, 0.138, 0.135, 0.088, 0.147, 0.100, 0.127, 0.089, 0.210]}



4.
{"formula": "C6H8N2", "method": "ωB97M-V/def2-TZVPD", "smiles": "[H]/N=C/N1C=CCC1=C", "e_above_lowest_kj_mol": 559.9, "orbital_gap_ev": 8.831, "species": ["H", "N", "C", "N", "C", "C", "C", "C", "C", "H", "H", "H", "H", "H", "H", "H"], "xyz": [[-3.419, -0.447, -0.366], [-2.522, -0.143, -0.415], [-1.600, -1.144, 0.249], [-0.255, -0.631, 0.484], [0.755, -1.512, -0.230], [1.864, -0.730, -0.326], [1.644, 0.660, 0.094], [0.064, 0.770, 0.058], [-0.628, 1.988, -0.036], [-1.753, -2.170, 0.890], [0.477, -2.521, -0.530], [2.786, -1.020, -0.348], [1.938, 1.221, -0.701], [2.195, 0.623, 1.184], [-1.602, 2.275, 0.075], [0.056, 2.782, -0.081]], "lowdin_charge": [-0.062, 0.083, -0.102, -0.091, -0.025, -0.125, -0.134, -0.218, 0.077, 0.150, 0.107, 0.039, 0.073, 0.187, 0.008, 0.032]}



Record order is preserved below.
Max |F|: 0.09580 0.09417 0.08337 0.19631 hartree/bohr